Density functional theory data (ωB97M-V/def2-TZVPD) for a 12-piece molecular cluster, C58H132F10N12O23S10 overall.

```
! RIJCOSX wB97M-V def2-TZVPD def2/J DEFGRID3
* xyz 2 1
C -19.812 14.999 20.611
C -18.363 14.585 21.067
N -18.238 13.454 22.110
C -18.767 13.993 23.486
C -19.161 12.178 21.648
C -18.791 11.640 20.268
C -16.767 12.995 22.251
C -15.906 13.724 23.313
O -15.932 15.113 22.985
C -15.134 15.920 23.888
H -19.792 15.724 19.798
H -20.434 15.314 21.449
H -20.300 14.102 20.230
H -17.865 15.471 21.462
H -17.826 14.245 20.182
H -18.821 13.260 24.292
H -19.799 14.280 23.283
H -18.234 14.887 23.807
H -20.205 12.493 21.675
H -18.996 11.531 22.510
H -17.745 11.339 20.221
H -19.064 12.368 19.504
H -19.417 10.792 19.989
H -16.391 13.088 21.232
H -16.687 11.921 22.419
H -14.905 13.297 23.269
H -16.231 13.431 24.311
H -15.288 16.998 23.856
H -14.106 15.650 23.647
H -15.323 15.647 24.926
C -17.050 22.730 14.813
C -16.033 22.053 15.680
O -15.379 21.075 15.224
N -16.036 22.520 17.040
H -15.123 22.894 17.260
H -16.762 23.203 17.203
C -16.244 21.303 18.030
H -17.097 23.785 15.084
H -18.046 22.322 14.984
H -16.653 22.652 13.801
H -17.074 20.661 17.737
H -16.492 21.814 18.961
H -15.270 20.819 18.100
C -5.241 8.171 18.985
C -5.408 7.137 17.902
O -4.943 5.991 18.102
N -5.986 7.569 16.613
H -6.972 7.704 16.783
H -5.507 8.399 16.293
C -5.844 6.383 15.547
H -4.304 8.676 18.753
H -5.119 7.749 19.983
H -6.168 8.743 18.948
H -4.790 6.107 15.599
H -6.136 6.699 14.545
H -6.377 5.506 15.913
C -15.159 15.653 13.016
C -14.525 14.787 14.121
C -13.452 13.833 13.673
C -12.222 14.638 13.259
N -10.858 13.995 13.629
C -10.542 12.692 12.782
C -10.038 13.104 11.442
C -9.294 14.396 11.665
C -9.709 14.865 13.035
C -10.688 13.687 15.144
C -10.892 15.019 15.971
C -10.678 14.810 17.488
H -15.377 15.035 12.146
H -14.564 16.502 12.679
H -16.106 16.054 13.375
H -15.373 14.344 14.645
H -14.148 15.486 14.868
H -13.874 13.366 12.783
H -13.316 13.025 14.393
H -12.195 15.629 13.713
H -12.077 14.726 12.182
H -9.778 12.220 13.400
H -11.525 12.230 12.871
H -9.326 12.422 10.976
H -10.923 13.292 10.834
H -8.209 14.314 11.597
H -9.471 15.004 10.778
H -8.795 14.609 13.571
H -9.918 15.928 13.158
H -9.661 13.375 15.338
H -11.371 12.910 15.486
H -11.865 15.507 15.910
H -10.128 15.666 15.540
H -10.623 15.624 18.210
H -9.732 14.276 17.577
H -11.380 14.068 17.869
C -19.357 4.746 16.054
C -20.773 5.081 15.579
C -20.689 5.883 14.342
C -22.102 6.414 13.931
N -22.181 6.809 12.378
C -21.139 7.929 11.959
C -21.810 9.247 12.241
C -23.266 8.996 11.818
C -23.551 7.525 12.060
C -22.092 5.487 11.506
C -23.394 4.491 11.686
C -23.379 3.243 10.809
H -18.705 5.590 16.278
H -18.753 4.244 15.298
H -19.490 4.043 16.877
H -21.271 5.467 16.468
H -21.325 4.168 15.357
H -20.205 5.192 13.651
H -20.040 6.758 14.348
H -22.294 7.305 14.530
H -22.865 5.676 14.177
H -21.052 7.824 10.877
H -20.172 7.743 12.426
H -21.308 10.096 11.776
H -21.791 9.418 13.318
H -23.462 9.113 10.752
H -24.037 9.511 12.392
H -24.065 7.034 11.234
H -24.255 7.342 12.872
H -21.079 5.123 11.675
H -22.142 5.958 10.524
H -24.347 4.955 11.436
H -23.418 4.176 12.729
H -22.440 2.728 11.010
H -23.540 3.551 9.776
H -24.221 2.681 11.212
C -5.205 6.940 -2.423
C -5.802 8.336 -2.639
C -6.783 8.686 -1.500
C -7.413 10.146 -1.698
N -8.536 10.393 -0.688
C -9.312 11.642 -1.258
C -10.754 11.545 -0.884
C -10.903 10.153 -0.250
C -9.682 9.374 -0.650
C -8.076 10.614 0.770
C -6.833 11.508 1.018
C -6.111 11.430 2.426
H -6.106 6.327 -2.441
H -4.779 6.829 -1.425
H -4.641 6.628 -3.302
H -6.303 8.498 -3.593
H -4.936 8.995 -2.574
H -6.258 8.520 -0.559
H -7.636 8.007 -1.513
H -7.806 10.074 -2.712
H -6.791 11.041 -1.717
H -8.888 12.600 -0.956
H -9.214 11.702 -2.342
H -11.068 12.354 -0.225
H -11.349 11.555 -1.797
H -11.047 10.210 0.829
H -11.869 9.777 -0.587
H -9.451 8.549 0.025
H -9.796 9.009 -1.670
H -7.860 9.595 1.091
H -8.879 11.033 1.376
H -7.072 12.562 0.876
H -6.076 11.134 0.328
H -5.030 11.390 2.292
H -6.386 10.463 2.846
H -6.249 12.287 3.086
C -6.886 22.562 14.688
C -6.740 23.317 13.280
C -7.351 24.699 13.311
C -6.907 25.327 11.934
N -7.280 26.838 11.601
C -6.755 27.205 10.222
C -5.429 27.868 10.405
C -5.323 28.341 11.830
C -6.627 27.915 12.529
C -8.832 26.886 11.725
C -9.535 25.851 10.856
C -11.073 26.078 10.932
H -6.448 21.564 14.670
H -7.899 22.594 15.089
H -6.276 23.003 15.476
H -7.162 22.746 12.452
H -5.665 23.368 13.108
H -6.988 25.262 14.171
H -8.429 24.594 13.428
H -7.257 24.878 11.004
H -5.818 25.349 11.926
H -7.420 28.018 9.931
H -6.980 26.424 9.497
H -5.359 28.759 9.782
H -4.600 27.166 10.316
H -5.278 29.420 11.973
H -4.500 27.994 12.455
H -7.326 28.750 12.580
H -6.387 27.489 13.503
H -8.942 27.924 11.412
H -9.051 26.818 12.790
H -9.398 24.803 11.123
H -9.111 25.986 9.861
H -11.300 27.082 10.573
H -11.474 26.046 11.945
H -11.558 25.371 10.259
N -12.157 19.154 5.284
S -11.464 19.790 6.488
O -10.803 21.071 6.389
O -11.078 18.902 7.578
F -12.897 20.419 6.960
S -10.541 18.794 4.649
O -9.953 17.583 5.256
O -9.646 19.863 4.223
F -10.989 18.230 3.223
N -11.268 7.513 17.192
S -12.424 6.815 16.468
O -13.647 7.570 16.308
O -12.583 5.369 16.646
F -11.871 6.920 14.934
S -11.952 7.241 18.739
O -11.576 5.951 19.286
O -13.303 7.743 19.061
F -10.995 8.310 19.432
N -2.722 20.462 7.020
S -3.094 21.851 6.070
O -4.475 22.237 5.980
O -2.248 22.037 4.920
F -2.468 22.954 7.066
S -3.798 19.581 6.380
O -3.861 19.121 4.994
O -5.125 19.624 7.040
F -3.157 18.194 6.998
N -3.814 11.898 15.117
S -2.632 12.837 15.956
O -2.484 14.245 15.564
O -1.537 12.133 16.612
F -3.640 13.110 17.172
S -2.931 11.727 13.976
O -2.088 10.564 13.963
O -2.521 12.889 13.135
F -4.122 11.105 13.083
N -16.896 14.730 4.406
S -16.307 13.486 5.406
O -15.056 12.891 5.030
O -17.229 12.875 6.393
F -15.660 14.514 6.471
S -17.752 13.570 3.758
O -19.028 13.258 4.385
O -17.139 12.528 2.900
F -18.298 14.504 2.638
*
```

Summary:
HOMO = -8.39 eV